163
Properties=species:S:1:pos:R:3 method="wB97M-V/def2-TZVPD" homo_lumo_gap_ev=3.2491 total_charge=-1 e_lumo_ev=1.455
C -21.230 -21.504 9.313
C -19.799 -21.117 9.812
C -19.446 -22.125 10.873
C -18.071 -22.032 11.510
C -17.080 -22.151 10.436
C -17.320 -21.288 9.126
N -18.749 -21.305 8.772
O -19.107 -20.806 7.442
C -16.366 -21.881 8.032
C -16.723 -19.916 9.403
C -19.927 -19.704 10.442
H -21.719 -20.758 8.686
H -21.933 -21.621 10.137
H -21.245 -22.482 8.832
H -19.620 -23.096 10.411
H -20.196 -22.172 11.663
H -17.828 -22.795 12.250
H -17.933 -21.038 11.935
H -17.047 -23.201 10.147
H -16.115 -21.932 10.892
H -16.180 -21.223 7.183
H -16.830 -22.727 7.524
H -15.424 -22.278 8.411
H -17.101 -19.174 8.700
H -15.635 -19.877 9.456
H -17.071 -19.549 10.368
H -20.856 -19.662 11.011
H -19.910 -18.879 9.731
H -19.100 -19.551 11.135
C -17.896 -26.895 14.426
O -17.840 -28.208 15.041
H -17.918 -26.941 13.337
H -18.704 -26.370 14.936
H -16.991 -26.306 14.576
H -17.626 -28.090 15.969
C -17.607 -15.177 4.553
O -18.683 -15.904 4.047
H -16.593 -15.473 4.282
H -17.782 -14.140 4.267
H -17.577 -15.308 5.634
H -19.270 -15.300 3.586
C -15.235 -19.433 2.943
O -16.551 -19.453 3.573
H -15.202 -19.511 1.856
H -14.772 -18.459 3.097
H -14.542 -20.214 3.258
H -16.466 -19.396 4.528
C -18.776 -26.590 7.615
O -19.295 -25.407 7.089
H -19.198 -26.971 8.545
H -18.970 -27.291 6.803
H -17.698 -26.462 7.714
H -19.200 -24.666 7.692
C -22.857 -16.303 5.963
O -22.323 -17.570 5.931
H -23.820 -16.417 6.461
H -22.298 -15.613 6.594
H -23.006 -15.875 4.971
H -22.314 -17.907 6.830
C -21.371 -18.975 16.655
O -21.923 -20.125 17.259
H -21.944 -18.601 15.806
H -21.282 -18.183 17.399
H -20.390 -19.131 16.206
H -22.864 -20.082 17.441
C -12.515 -17.768 6.344
O -12.068 -16.667 5.614
H -13.586 -17.936 6.229
H -11.951 -18.676 6.129
H -12.384 -17.401 7.361
H -12.634 -15.912 5.791
C -10.981 -19.883 11.741
O -11.032 -18.498 12.105
H -10.082 -20.357 12.134
H -11.916 -20.365 12.025
H -10.914 -20.053 10.667
H -11.974 -18.346 12.214
C -25.276 -21.131 14.144
O -26.100 -22.233 14.182
H -25.535 -20.485 14.982
H -24.217 -21.349 14.004
H -25.692 -20.499 13.359
H -25.499 -22.975 14.084
C -26.649 -19.391 8.723
C -27.580 -20.299 9.548
O -28.421 -20.976 8.678
O -27.437 -18.329 8.109
H -26.039 -19.946 8.010
H -25.941 -18.930 9.411
H -28.137 -19.725 10.288
H -26.912 -21.009 10.036
H -29.169 -20.442 8.402
H -28.253 -18.757 7.839
C -16.944 -15.826 14.984
C -16.511 -16.937 14.038
O -15.074 -17.167 14.001
O -16.373 -14.608 14.541
H -16.655 -16.066 16.008
H -18.023 -15.675 14.951
H -16.840 -16.631 13.045
H -16.983 -17.875 14.333
H -14.878 -17.711 14.767
H -16.921 -14.256 13.836
C -26.129 -25.033 8.806
C -26.877 -25.453 10.039
O -27.322 -26.772 9.966
O -24.840 -25.663 8.635
H -25.878 -23.978 8.688
H -26.704 -25.194 7.894
H -27.760 -24.837 10.206
H -26.308 -25.277 10.952
H -26.551 -27.344 9.955
H -24.550 -25.490 7.736
C -18.296 -24.166 2.463
C -18.543 -24.147 0.902
O -18.577 -22.786 0.460
O -19.348 -23.522 3.151
H -17.327 -23.743 2.728
H -18.185 -25.215 2.736
H -19.468 -24.656 0.629
H -17.735 -24.627 0.349
H -18.362 -22.728 -0.474
H -19.250 -23.849 4.048
C -11.541 -26.654 5.785
C -12.192 -27.043 7.166
O -11.512 -28.172 7.756
O -11.767 -27.688 4.824
H -10.515 -26.285 5.793
H -12.051 -25.772 5.397
H -13.251 -27.281 7.065
H -12.127 -26.271 7.933
H -11.789 -28.952 7.270
H -11.171 -28.389 5.095
C -17.838 -22.984 18.386
C -16.954 -23.959 19.105
O -17.145 -25.345 18.693
O -19.186 -23.113 18.707
H -17.611 -22.859 17.327
H -17.499 -21.994 18.689
H -17.145 -23.935 20.178
H -15.902 -23.734 18.932
H -17.411 -25.925 19.411
H -19.715 -22.552 18.135
C -22.927 -14.969 11.882
C -24.027 -15.076 12.937
O -24.522 -16.396 12.733
O -22.326 -13.679 11.845
H -23.286 -15.261 10.895
H -22.156 -15.699 12.128
H -24.858 -14.372 12.939
H -23.581 -15.053 13.932
H -25.222 -16.557 13.370
H -22.919 -13.086 11.378
C -25.326 -21.225 3.833
C -25.678 -19.762 3.525
O -25.030 -19.291 2.378
O -24.038 -21.368 4.332
H -25.446 -21.869 2.963
H -26.009 -21.719 4.524
H -25.499 -19.096 4.369
H -26.765 -19.721 3.451
H -25.451 -18.475 2.096
H -23.790 -22.296 4.329